The following is a DFT calculation (the ωB97M-V functional and the def2-TZVPD basis) of the molecule C19H26N4O3S.

Structure (XYZ):
```
53
C19H26N4O3S, DFT the ωB97M-V functional and the def2-TZVPD basis
C 2.11 2.65 4.99
C 0.90 3.07 4.16
C 0.15 1.85 3.63
C -1.07 2.26 2.81
N -1.70 1.10 2.21
C -1.63 0.83 0.91
O -1.20 1.63 0.07
C -2.06 -0.54 0.56
O -2.58 -1.28 1.57
N -2.72 -2.56 1.17
C -2.31 -2.64 -0.06
C -2.16 -3.94 -0.73
S -0.37 -4.43 -0.78
C 0.35 -3.12 0.19
C 1.11 -2.13 -0.42
C 1.53 -1.05 0.34
N 1.24 -0.92 1.62
C 0.57 -1.89 2.22
C 0.11 -3.02 1.56
C -1.89 -1.35 -0.54
C -1.42 -1.12 -1.94
O -1.44 -2.03 -2.75
N -1.01 0.12 -2.21
C -0.46 0.49 -3.49
C 1.00 0.93 -3.35
C 1.58 1.49 -4.65
C 1.70 0.43 -5.74
H 2.65 3.52 5.35
H 1.80 2.06 5.86
H 2.79 2.04 4.40
H 0.23 3.67 4.77
H 1.24 3.68 3.32
H -0.18 1.23 4.47
H 0.81 1.25 3.00
H -0.78 2.92 1.98
H -1.80 2.79 3.43
H -2.02 0.38 2.84
H -2.70 -4.72 -0.18
H -2.46 -3.89 -1.77
H 1.34 -2.20 -1.48
H 2.09 -0.24 -0.10
H 0.38 -1.76 3.27
H -0.45 -3.78 2.07
H -1.02 0.83 -1.48
H -0.54 -0.39 -4.14
H -1.06 1.30 -3.92
H 1.04 1.71 -2.58
H 1.60 0.09 -3.01
H 2.57 1.90 -4.44
H 0.95 2.30 -5.00
H 2.29 -0.42 -5.39
H 2.20 0.85 -6.61
H 0.72 0.07 -6.05
```

Properties
- gap between HOMO and LUMO (eV) = 8.8
- calculated total energy (a.u.) = -1582.546373
- relative energy (zero: lowest compared OMol25 entry of this formula, charge and spin) (kcal/mol) = 56.3
- SMILES string = CCCCNC(=O)c1onc(CSc2ccncc2)c1C(=O)NCCCC
- LUMO energy (Eh) = -0.003